Entry 1:
A 2-piece molecular cluster, C4H6IN overall in a non-equilibrium geometry, computed with ωB97M-V/def2-TZVPD.

Positions of all 12 atoms, in Å:
C1 -0.95861 0.37622 0.77312
H1 0.90191 -1.93144 -0.28384
H2 1.79867 0.86605 -0.84509
H3 -1.71954 -1.10866 -0.23334
C2 1.75442 -0.36328 1.05574
C3 1.81672 0.08358 -0.15481
C4 1.80178 -1.41168 0.00059
H4 -1.05917 1.36727 0.95414
N1 -1.89567 -0.22765 0.31931
H5 2.68088 -2.03073 -0.18741
I1 -4.05584 0.17031 -0.49082
H6 1.52944 -0.09083 2.17955

Atoms 1-2, force components in eV/Å:
0.646 -1.034 0.086
-0.514 -0.257 0.021

DFT total energy (eV): -13829.6078
Frontier orbital gap (spin up / spin down) (eV): 7.401 / 7.478
Charge: 0
Energy above the lowest of the compared OMol25 structures with the same formula, charge and spin (kcal per mole): 128.0

Entry 2:
C4H6IN3O in the gas phase in a non-equilibrium geometry, computed with ωB97M-V/def2-TZVPD.

Positions of all 15 atoms, in Å:
N1 -0.77411 0.29061 -1.73817
H1 2.61703 0.80236 -1.70538
C1 1.30788 0.42210 -0.31524
H2 2.12651 0.25957 2.02927
H3 -3.10027 -0.39135 -1.58089
N2 2.11333 1.12866 -0.88760
H4 0.52844 -0.05639 2.73508
N3 0.54597 0.10036 0.65855
C2 -0.80687 -0.15239 0.53627
O1 -2.76181 -0.44171 -0.67351
C3 1.19373 -0.28981 1.90420
H5 -1.34854 -0.39169 1.42840
C4 -1.45305 -0.08407 -0.69425
H6 1.39796 -1.36302 1.90792
I1 -1.58621 0.16679 -3.60466

Atoms 1-2, force components in eV/Å:
0.850 0.332 -0.368
-0.059 -0.266 0.097

DFT total energy (eV): -18860.1523
Frontier orbital gap (spin up / spin down) (eV): 7.148 / 7.149
Charge: 0
Energy above the lowest of the compared OMol25 structures with the same formula, charge and spin (kcal per mole): 40.0

Entry 3:
C4H6InO2 as an isolated structure in a non-equilibrium geometry, computed with ωB97M-V/def2-TZVPD.

Positions of all 13 atoms, in Å:
H1 -0.25872 2.03016 0.22678
C1 0.52987 -1.13770 -0.73041
O1 1.42734 -1.77163 -1.46961
In1 1.21381 -0.25544 1.55411
O2 -0.53324 -0.02424 2.13616
H2 -2.34878 0.71520 1.43189
H3 -1.44110 1.24717 -0.81796
H4 -0.52039 -1.50214 -0.48507
C2 -1.33421 0.40510 1.15246
C3 -0.68404 1.04161 -0.04554
C4 0.43782 0.21954 -0.67073
H5 2.30190 -1.74110 -1.06384
H6 1.20974 0.77347 -1.21824

Atoms 1-2, force components in eV/Å:
-0.520 -0.228 0.348
-2.820 0.648 -1.403

DFT total energy (eV): -13490.6169
Frontier orbital gap (spin up / spin down) (eV): 7.469 / 7.826
Spin multiplicity: 2
Charge: +2
Energy above the lowest of the compared OMol25 structures with the same formula, charge and spin (kcal per mole): 0.0

Q: Which of these has the highest DFT total energy?
A: C4H6InO2

Q: charge of number 3 (C4H6InO2)?
A: +2